{"formula": "C33H23Br2IN4O2Pt", "method": "ωB97M-V/def2-TZVPD", "e_lumo_ev": -7.391, "e_homo_ha": -0.5105, "charge": 2, "e_tot_ha": -7205.359675, "species": ["Pt", "I", "C", "C", "C", "C", "C", "C", "C", "C", "C", "C", "H", "H", "H", "H", "H", "H", "C", "C", "C", "C", "C", "Br", "N", "C", "H", "H", "H", "H", "H", "H", "Br", "C", "C", "C", "C", "C", "C", "C", "O", "O", "H", "H", "H", "H", "N", "C", "C", "C", "C", "C", "C", "C", "N", "C", "C", "N", "C", "H", "H", "H", "H", "H", "H", "H"], "coordinates": [[0.057, -0.510, -0.720], [2.633, -0.415, -0.736], [2.489, 1.678, -0.946], [3.597, 2.450, -0.785], [3.506, 3.821, -1.107], [2.347, 4.324, -1.629], [1.202, 3.508, -1.818], [0.032, 4.009, -2.436], [-1.031, 3.183, -2.662], [-1.015, 1.849, -2.202], [0.069, 1.344, -1.548], [1.237, 2.145, -1.418], [4.537, 2.034, -0.446], [4.374, 4.453, -0.976], [2.290, 5.364, -1.924], [0.007, 5.044, -2.750], [-1.911, 3.550, -3.172], [-1.897, 1.249, -2.375], [-4.233, -3.186, -2.495], [-3.848, -2.033, -1.614], [-4.771, -1.297, -0.879], [-4.343, -0.224, -0.124], [-2.997, 0.103, -0.083], [-2.595, 1.698, 0.835], [-2.079, -0.632, -0.742], [-2.525, -1.657, -1.501], [-5.303, -3.375, -2.441], [-3.712, -4.095, -2.196], [-3.978, -2.979, -3.534], [-5.824, -1.546, -0.911], [-5.043, 0.387, 0.427], [-1.778, -2.193, -2.060], [0.298, -5.521, 0.253], [0.565, -5.328, -1.603], [0.786, -6.494, -2.318], [0.985, -6.448, -3.689], [0.966, -5.237, -4.369], [0.746, -4.072, -3.665], [0.543, -4.096, -2.277], [0.319, -2.811, -1.633], [0.227, -1.727, -2.358], [0.177, -2.607, -0.384], [0.801, -7.439, -1.794], [1.158, -7.370, -4.228], [1.124, -5.205, -5.438], [0.733, -3.120, -4.178], [2.893, 5.370, 7.753], [2.488, 4.627, 6.978], [1.990, 3.697, 6.000], [2.837, 3.237, 4.995], [2.362, 2.343, 4.052], [1.040, 1.932, 4.121], [0.186, 2.379, 5.116], [0.667, 3.264, 6.065], [0.540, 1.015, 3.134], [-0.155, -0.150, 3.377], [-0.433, -0.692, 2.165], [0.080, 0.148, 1.199], [0.676, 1.155, 1.812], [3.865, 3.569, 4.967], [3.020, 1.950, 3.288], [-0.845, 2.053, 5.143], [0.021, 3.628, 6.850], [-0.365, -0.493, 4.375], [-0.930, -1.615, 1.918], [1.141, 2.005, 1.340]], "nbo_charge": [1.246, 0.602, -0.176, -0.223, -0.197, -0.140, -0.071, -0.151, -0.187, -0.273, -0.063, -0.084, 0.243, 0.250, 0.243, 0.240, 0.242, 0.224, -0.644, -0.011, -0.100, -0.236, 0.132, 0.153, -0.498, 0.059, 0.244, 0.243, 0.246, 0.252, 0.264, 0.227, 0.132, -0.039, -0.241, -0.118, -0.217, -0.139, -0.208, 0.761, -0.655, -0.688, 0.251, 0.243, 0.243, 0.240, -0.217, 0.235, -0.136, -0.127, -0.244, 0.195, -0.238, -0.123, -0.327, -0.034, -0.086, -0.477, 0.223, 0.249, 0.228, 0.238, 0.252, 0.263, 0.257, 0.250]}



{"formula": "C33H24Cl5GeNO2PtS2", "method": "ωB97M-V/def2-TZVPD", "e_lumo_ev": [2.423, 2.321], "multiplicity": 2, "e_homo_ha": [-0.1252, -0.1562], "charge": -1, "e_tot_ha": -6770.795737, "species": ["Pt", "S", "C", "S", "C", "N", "C", "C", "C", "C", "H", "H", "H", "H", "H", "O", "C", "O", "C", "C", "Ge", "C", "C", "C", "C", "C", "C", "C", "C", "C", "C", "C", "C", "C", "C", "C", "C", "C", "C", "H", "H", "H", "H", "H", "H", "H", "H", "H", "H", "H", "H", "H", "H", "H", "H", "H", "H", "H", "Cl", "C", "C", "C", "Cl", "C", "Cl", "C", "Cl", "C", "Cl"], "coordinates": [[2.210, 1.429, 1.340], [1.697, -0.121, 4.115], [1.083, 0.620, 2.761], [4.337, 1.239, 0.098], [4.973, -0.077, 0.944], [4.461, -0.475, 2.135], [4.876, -1.534, 2.850], [5.924, -2.293, 2.423], [6.527, -1.922, 1.203], [6.079, -0.854, 0.485], [3.613, 0.027, 2.466], [4.304, -1.720, 3.749], [6.256, -3.144, 2.996], [7.356, -2.506, 0.819], [6.527, -0.569, -0.456], [-0.336, 0.549, 2.799], [-1.077, 0.905, 1.735], [-0.687, 1.315, 0.676], [-2.552, 0.672, 1.987], [-3.026, -0.618, 1.300], [-2.429, -0.971, -0.529], [-3.423, -2.575, -1.091], [-4.451, -3.141, -0.339], [-5.129, -4.274, -0.779], [-4.788, -4.862, -1.987], [-3.762, -4.317, -2.749], [-3.088, -3.191, -2.300], [-0.572, -1.498, -0.708], [-0.162, -2.723, -0.183], [1.165, -3.125, -0.266], [2.097, -2.305, -0.888], [1.701, -1.085, -1.418], [0.376, -0.684, -1.326], [-2.916, 0.442, -1.772], [-3.772, 1.477, -1.399], [-4.152, 2.457, -2.308], [-3.679, 2.415, -3.611], [-2.828, 1.391, -4.001], [-2.453, 0.415, -3.089], [-3.058, 1.543, 1.569], [-2.764, 0.628, 3.054], [-4.118, -0.645, 1.303], [-2.697, -1.486, 1.880], [-4.736, -2.702, 0.611], [-5.923, -4.696, -0.175], [-5.315, -5.743, -2.332], [-3.483, -4.775, -3.690], [-2.276, -2.794, -2.899], [-0.882, -3.375, 0.302], [1.472, -4.071, 0.162], [3.135, -2.610, -0.948], [2.433, -0.429, -1.871], [0.091, 0.292, -1.698], [-4.153, 1.527, -0.386], [-4.810, 3.257, -1.994], [-3.967, 3.183, -4.319], [-2.450, 1.356, -5.016], [-1.775, -0.370, -3.408], [1.243, 3.303, -1.164], [1.815, 4.185, 0.232], [2.276, 3.466, 1.334], [2.744, 4.240, 2.396], [3.381, 3.436, 3.802], [2.734, 5.633, 2.383], [3.311, 6.542, 3.742], [2.253, 6.310, 1.267], [2.237, 8.042, 1.229], [1.795, 5.575, 0.178], [1.211, 6.409, -1.224]], "nbo_charge": [0.358, -0.266, -0.178, -0.153, 0.076, -0.536, 0.083, -0.316, -0.149, -0.256, 0.463, 0.239, 0.222, 0.212, 0.230, -0.567, 0.808, -0.585, -0.485, -0.835, 1.591, -0.342, -0.240, -0.223, -0.210, -0.223, -0.217, -0.382, -0.238, -0.210, -0.216, -0.209, -0.206, -0.352, -0.227, -0.202, -0.217, -0.216, -0.220, 0.219, 0.222, 0.225, 0.236, 0.204, 0.205, 0.203, 0.206, 0.210, 0.206, 0.203, 0.206, 0.226, 0.228, 0.202, 0.206, 0.206, 0.207, 0.209, -0.005, 0.016, -0.303, -0.085, 0.011, -0.087, 0.016, -0.106, 0.015, -0.126, 0.017]}



{"formula": "C33H26F12N4O3Ta", "method": "ωB97M-V/def2-TZVPD", "e_lumo_ev": -4.093, "e_homo_ha": -0.4181, "charge": 1, "e_tot_ha": -2973.291730, "species": ["Ta", "C", "C", "C", "C", "C", "C", "C", "C", "C", "H", "H", "H", "H", "H", "H", "H", "H", "H", "H", "H", "H", "C", "C", "C", "C", "C", "N", "C", "C", "C", "C", "C", "C", "C", "C", "O", "C", "F", "F", "F", "C", "F", "F", "F", "C", "C", "C", "O", "C", "F", "F", "F", "C", "F", "F", "F", "H", "H", "H", "H", "H", "H", "H", "H", "H", "H", "H", "H", "N", "C", "O", "C", "C", "N", "C", "N", "H", "H"], "coordinates": [[0.939, -0.293, -0.168], [4.042, 1.636, 0.479], [3.633, 0.512, -0.428], [3.372, 0.762, -1.788], [3.117, -0.262, -2.681], [2.832, 0.012, -4.126], [3.090, -1.581, -2.205], [3.289, -1.875, -0.868], [3.275, -3.286, -0.355], [3.547, -0.805, 0.022], [4.980, 2.061, 0.120], [4.193, 1.291, 1.501], [3.298, 2.432, 0.477], [3.388, 1.787, -2.139], [1.795, -0.241, -4.361], [3.464, -0.604, -4.767], [2.997, 1.058, -4.375], [2.895, -2.391, -2.899], [2.302, -3.546, 0.064], [4.018, -3.416, 0.430], [3.487, -3.989, -1.159], [3.773, -1.032, 1.055], [-3.144, -1.247, 5.708], [-2.542, -0.917, 4.372], [-3.203, -0.138, 3.435], [-2.637, 0.134, 2.203], [-1.384, -0.365, 1.849], [-0.848, -0.068, 0.555], [-1.690, 0.675, -0.358], [-2.859, 0.059, -0.802], [-3.722, 0.715, -1.652], [-3.443, 2.010, -2.084], [-4.404, 2.754, -2.968], [-2.255, 2.599, -1.671], [-1.355, 1.941, -0.831], [-0.016, 2.572, -0.460], [0.991, 1.621, -0.254], [-0.161, 3.409, 0.835], [-0.513, 2.599, 1.840], [-1.105, 4.339, 0.696], [0.983, 4.006, 1.168], [0.568, 3.442, -1.616], [-0.084, 4.585, -1.811], [0.526, 2.730, -2.763], [1.846, 3.738, -1.386], [-0.680, -1.105, 2.810], [-1.274, -1.372, 4.038], [0.766, -1.516, 2.604], [1.111, -1.545, 1.254], [1.105, -2.925, 3.167], [2.249, -3.370, 2.647], [0.146, -3.792, 2.874], [1.257, -2.883, 4.500], [1.690, -0.439, 3.243], [1.332, -0.068, 4.455], [2.971, -0.814, 3.270], [1.622, 0.657, 2.429], [-4.071, -0.700, 5.868], [-2.458, -1.000, 6.518], [-3.364, -2.313, 5.777], [-4.178, 0.272, 3.665], [-3.184, 0.759, 1.516], [-3.089, -0.936, -0.441], [-4.627, 0.217, -1.981], [-5.184, 3.224, -2.365], [-4.896, 2.081, -3.669], [-3.904, 3.540, -3.531], [-2.032, 3.596, -2.022], [-0.726, -1.938, 4.779], [-1.079, -0.326, -3.655], [-0.694, -1.141, -2.669], [0.325, -0.697, -1.942], [-1.247, -2.369, -2.395], [-0.670, -3.128, -1.345], [-0.122, -3.667, -0.486], [-2.395, -2.781, -3.122], [-3.313, -3.012, -3.776], [-0.771, 0.633, -3.639], [-1.887, -0.569, -4.207]], "mulliken_charge": [-0.322, -1.625, 0.976, -0.375, 0.795, -1.586, -0.743, 1.894, -1.547, -1.828, 0.447, 0.323, 0.232, 0.537, 0.199, 0.437, 0.380, 0.426, 0.110, 0.479, 0.440, 0.706, -1.560, 0.410, -1.321, -0.566, 1.066, 1.116, -0.687, 0.227, -1.097, 0.578, -1.723, -0.943, -1.019, 1.817, -0.138, 0.422, -0.135, -0.264, -0.248, 0.104, -0.235, -0.175, -0.222, -0.533, -0.823, 1.568, -0.144, 0.412, -0.174, -0.236, -0.263, 0.515, -0.263, -0.294, -0.042, 0.384, 0.376, 0.337, 0.382, 0.439, 0.665, 0.469, 0.316, 0.415, 0.414, 0.595, 0.674, -0.239, 0.265, 0.633, 0.496, 0.186, -0.568, -0.712, -0.540, 0.226, 0.302]}



{"formula": "C33H27Cl5CrN2O2P2", "method": "ωB97M-V/def2-TZVPD", "e_lumo_ev": [0.166, 0.147], "multiplicity": 5, "e_homo_ha": [-0.2991, -0.2990], "charge": 0, "e_tot_ha": -5561.934350, "species": ["Cr", "Cl", "C", "C", "C", "Cl", "C", "Cl", "C", "Cl", "C", "Cl", "N", "C", "C", "O", "O", "H", "H", "H", "H", "C", "N", "P", "C", "C", "C", "C", "C", "C", "C", "C", "C", "C", "C", "C", "P", "C", "C", "C", "C", "C", "C", "C", "C", "C", "C", "C", "C", "H", "H", "H", "H", "H", "H", "H", "H", "H", "H", "H", "H", "H", "H", "H", "H", "H", "H", "H", "H", "H", "H", "H"], "coordinates": [[1.755, 0.352, 1.489], [1.105, 3.491, 2.534], [0.310, 2.230, 3.462], [0.562, 0.917, 3.100], [0.010, -0.037, 3.941], [0.393, -1.720, 3.626], [-0.807, 0.264, 5.029], [-1.478, -0.978, 6.014], [-1.080, 1.603, 5.312], [-2.094, 2.019, 6.637], [-0.504, 2.602, 4.529], [-0.799, 4.262, 4.887], [3.399, -0.325, 2.752], [4.648, -0.221, 1.965], [4.350, -0.450, 0.481], [5.222, -0.821, -0.270], [3.126, -0.158, 0.151], [3.516, 0.051, 3.688], [3.153, -1.309, 2.874], [5.424, -0.907, 2.302], [5.024, 0.799, 2.062], [1.319, -0.561, -2.471], [0.293, -0.441, -1.404], [0.401, 0.998, -0.447], [-1.297, 1.670, -0.534], [-1.719, 2.605, 0.407], [-3.006, 3.120, 0.357], [-3.882, 2.701, -0.636], [-3.464, 1.770, -1.576], [-2.179, 1.251, -1.524], [1.301, 2.226, -1.448], [0.735, 2.805, -2.584], [1.427, 3.767, -3.300], [2.687, 4.176, -2.881], [3.252, 3.619, -1.746], [2.561, 2.648, -1.034], [0.230, -1.958, -0.473], [-0.090, -3.079, -1.885], [-1.159, -2.872, -2.759], [-1.341, -3.709, -3.845], [-0.461, -4.766, -4.067], [0.598, -4.979, -3.201], [0.785, -4.130, -2.114], [-1.440, -2.043, 0.319], [-2.100, -3.275, 0.277], [-3.282, -3.481, 0.973], [-3.839, -2.457, 1.726], [-3.182, -1.239, 1.801], [-1.987, -1.048, 1.123], [1.264, 0.307, -3.121], [1.092, -1.437, -3.075], [2.331, -0.649, -2.069], [-1.045, 2.932, 1.185], [-3.325, 3.842, 1.097], [-4.889, 3.095, -0.672], [-4.146, 1.435, -2.347], [-1.864, 0.495, -2.233], [-0.255, 2.511, -2.908], [0.979, 4.205, -4.183], [3.224, 4.932, -3.439], [4.232, 3.934, -1.414], [3.018, 2.208, -0.157], [-1.849, -2.056, -2.576], [-2.171, -3.544, -4.520], [-0.605, -5.419, -4.917], [1.285, -5.798, -3.371], [1.622, -4.285, -1.443], [-1.695, -4.089, -0.310], [-3.771, -4.445, 0.919], [-4.768, -2.612, 2.259], [-3.584, -0.435, 2.405], [-1.477, -0.111, 1.269]], "lowdin_spin": [3.787, 0.018, 0.016, 0.000, 0.016, 0.017, -0.004, -0.002, 0.016, 0.005, -0.004, -0.002, 0.003, 0.005, 0.009, 0.008, 0.037, 0.003, 0.005, 0.000, 0.001, 0.001, 0.007, 0.018, -0.001, 0.000, 0.000, -0.001, 0.000, -0.001, 0.002, 0.000, 0.000, 0.000, 0.001, 0.006, 0.017, 0.005, 0.001, 0.000, 0.000, 0.000, 0.000, 0.000, 0.000, 0.000, 0.000, 0.000, 0.003, 0.000, 0.000, 0.000, 0.000, 0.000, 0.000, 0.000, 0.000, 0.000, 0.000, 0.000, 0.000, 0.006, 0.000, 0.000, 0.000, 0.000, 0.000, 0.000, 0.000, 0.000, 0.000, 0.003]}